Molecular formula: C21H40Cl3N4O4SiV
Method: DFT, ωB97M-V/def2-TZVPD

Each line ends with the Mulliken spin population.
Positions of all 74 atoms, in Å:
C: -5.582 1.860 -3.205  0.00
C: -6.595 0.839 -2.858  0.01
H: -5.310 1.907 -4.268  0.00
H: -4.662 1.775 -2.623  0.00
H: -6.049 2.834 -2.997  0.00
C: -7.750 0.843 -3.572  0.00
C: -8.023 1.702 -4.743  0.00
H: -8.635 0.325 -3.211  0.00
H: -7.194 1.760 -5.448  0.00
H: -8.258 2.726 -4.417  0.00
H: -8.873 1.287 -5.293  0.00
V: -3.672 -0.111 -0.384  2.80
Cl: -3.877 2.067 -0.265  0.05
Cl: -5.065 -0.427 1.475  0.01
C: -2.657 -2.067 0.906  0.07
O: -2.765 -1.917 -0.361  -0.02
N: -2.310 -3.198 1.475  0.01
C: -1.703 -4.229 0.643  0.00
C: -2.646 -3.418 2.868  0.00
H: -2.796 -1.179 1.565  0.00
H: -0.720 -3.931 0.214  0.00
H: -2.364 -4.475 -0.204  0.00
H: -1.582 -5.101 1.283  0.00
H: -2.185 -2.660 3.528  0.00
H: -2.316 -4.420 3.125  0.00
H: -3.742 -3.325 2.960  0.00
H: 0.621 1.774 -3.963  0.00
H: -3.046 0.370 -4.982  0.00
C: 0.269 0.750 -4.196  0.00
C: -1.989 0.106 -5.075  0.00
N: -1.165 0.634 -3.986  0.00
H: 0.819 -0.015 -3.577  0.00
C: -1.540 0.575 -2.702  0.03
O: -2.521 -0.109 -2.319  -0.01
H: -1.851 -0.967 -5.211  0.00
H: -0.909 1.157 -1.958  0.01
H: 0.490 0.513 -5.234  0.00
H: -1.576 0.561 -5.969  0.00
O: -5.110 -0.460 -1.329  -0.05
C: -6.435 -0.062 -1.614  0.00
C: -7.888 -1.912 -2.804  0.01
C: -7.402 -1.249 -1.674  0.01
H: -7.551 -1.609 -3.778  0.00
C: -8.863 -2.924 -2.729  0.00
H: -6.688 0.592 -0.733  0.01
C: -7.888 -1.653 -0.455  0.00
H: -9.288 -3.367 -3.631  0.00
C: -9.356 -3.307 -1.488  0.00
C: -8.875 -2.625 -0.374  0.00
H: -7.453 -1.157 0.408  0.00
H: -10.231 -3.983 -1.407  0.00
H: -9.335 -2.794 0.593  0.00
Si: -4.899 -2.956 -3.550  0.01
Cl: -5.485 -1.480 -4.929  0.00
C: -5.946 -4.304 -4.319  0.00
C: -5.355 -3.401 -1.625  0.00
C: -3.017 -2.837 -3.366  0.00
H: -6.130 -5.152 -3.631  0.00
H: -5.255 -4.565 -5.141  0.00
H: -6.924 -3.935 -4.690  0.00
H: -2.483 -1.957 -3.752  0.00
H: -2.670 -3.750 -3.901  0.00
H: -2.752 -2.962 -2.294  0.00
H: -6.326 -3.913 -1.602  0.00
H: -5.337 -2.640 -0.809  0.02
H: -4.593 -4.138 -1.342  0.00
N: -0.402 0.934 2.395  0.00
C: -0.357 0.634 1.053  0.00
N: 0.906 0.533 0.561  0.00
O: -1.394 0.452 0.374  0.02
H: 0.455 1.194 2.892  0.00
H: -1.308 1.249 2.714  0.00
H: 1.020 0.294 -0.411  0.00
H: 1.712 0.441 1.182  0.00

LUMO energy (spin up / spin down) = 2.0 / 2.0 eV
Spin multiplicity = 4
Expectation value of S² = 3.7584
Net charge = -1


Molecular formula: C21H40Cl3N7O3P2Tl
Method: DFT, ωB97M-V/def2-TZVPD

Each line ends with the Löwdin charge.
Positions of all 77 atoms, in Å:
Tl: 1.437 0.329 0.217  0.95
C: -3.226 -1.431 1.355  -0.08
N: -2.046 -1.615 0.520  -0.29
C: -1.146 -2.678 0.964  -0.08
P: -1.919 -1.107 -1.042  0.50
O: -0.522 -0.967 -1.496  -0.40
O: -2.738 0.315 -0.966  -0.25
P: -2.136 1.781 -0.769  0.49
O: -0.677 1.858 -0.724  -0.38
N: -2.871 2.297 0.641  -0.18
C: -4.308 2.229 0.854  -0.04
C: -2.149 3.204 1.523  -0.02
N: -2.818 2.585 -2.067  -0.17
C: -4.231 2.483 -2.401  -0.03
C: -2.129 3.747 -2.614  -0.02
N: -2.836 -1.956 -2.115  -0.30
C: -2.214 -2.639 -3.248  -0.07
C: -4.210 -2.356 -1.843  -0.07
H: -3.804 -2.354 1.446  0.10
H: -3.868 -0.652 0.950  0.06
H: -2.913 -1.136 2.360  0.10
H: -1.622 -3.661 0.910  0.10
H: -0.867 -2.499 2.004  0.09
H: -0.246 -2.680 0.355  0.07
H: -4.776 1.550 0.149  0.08
H: -4.762 3.221 0.764  0.12
H: -4.499 1.870 1.868  0.12
H: -1.081 3.136 1.340  0.09
H: -2.359 2.922 2.557  0.12
H: -2.481 4.238 1.390  0.12
H: -4.798 3.310 -1.959  0.12
H: -4.638 1.530 -2.075  0.09
H: -4.338 2.553 -3.485  0.12
H: -1.087 3.740 -2.309  0.09
H: -2.607 4.680 -2.300  0.12
H: -2.192 3.700 -3.704  0.12
H: -1.176 -2.337 -3.339  0.06
H: -2.737 -2.377 -4.171  0.10
H: -2.267 -3.724 -3.132  0.10
H: -4.624 -1.796 -1.005  0.07
H: -4.274 -3.424 -1.621  0.10
H: -4.827 -2.166 -2.723  0.10
C: 2.192 -0.708 5.738  -0.02
C: 1.103 0.316 5.376  -0.59
C: -0.228 -0.037 6.061  -0.03
C: 1.555 1.737 5.753  -0.03
C: 0.892 0.271 3.933  -0.15
N: 0.716 0.233 2.796  0.07
H: 2.372 -0.664 6.811  0.10
H: 3.127 -0.485 5.225  0.09
H: 1.884 -1.722 5.484  0.09
H: -0.092 -0.012 7.141  0.10
H: -0.558 -1.038 5.783  0.09
H: -1.006 0.680 5.798  0.09
H: 1.758 1.770 6.823  0.10
H: 0.782 2.473 5.530  0.09
H: 2.468 2.013 5.224  0.09
N: 2.151 -0.375 -3.070  0.23
C: 3.298 -0.934 -3.452  -0.26
C: 4.319 -0.138 -4.054  0.02
C: 5.477 -0.727 -4.470  -0.02
C: 5.677 -2.108 -4.286  0.02
C: 4.681 -2.899 -3.680  -0.02
C: 3.513 -2.332 -3.264  0.03
H: 1.970 0.598 -3.267  0.14
H: 1.383 -0.940 -2.724  0.08
H: 4.156 0.923 -4.196  0.13
H: 6.239 -0.131 -4.953  0.13
H: 6.600 -2.564 -4.618  0.14
H: 4.842 -3.961 -3.554  0.13
H: 2.734 -2.935 -2.812  0.13
Cl: 7.469 1.320 -1.460  0.64
C: 6.993 -0.001 -0.374  -1.61
Cl: 7.712 0.212 1.224  0.68
Cl: 7.468 -1.571 -1.066  0.64
C: 5.541 0.007 -0.263  -0.38
N: 4.395 0.007 -0.197  0.12

LUMO energy (spin up / spin down) = -10.2 / -11.7 eV
Spin multiplicity = 1
Net charge = +3


Molecular formula: C21H40ClIN2O6P
Method: DFT, ωB97M-V/def2-TZVPD

Each line ends with the Löwdin charge.
Positions of all 72 atoms, in Å:
H: -0.698 -3.516 -3.405  0.05
N: -1.560 -3.710 -2.845  0.10
C: -1.728 -2.619 -2.130  -0.19
C: -0.727 -1.337 -2.214  -0.10
C: 0.185 -1.148 -0.851  -0.29
C: 1.415 -2.080 -1.298  -0.14
P: 2.501 -3.085 -0.204  0.63
O: 3.960 -2.585 -0.440  -0.40
O: 2.102 -3.327 1.412  -0.24
O: 2.662 -4.725 -0.772  -0.18
O: -0.466 -2.012 0.098  -0.13
C: -1.496 -1.512 0.925  -0.32
C: -1.736 -2.757 1.970  -0.16
C: -2.526 -3.887 1.090  -0.09
C: -0.976 -0.148 1.634  -0.52
C: -0.011 -0.667 2.752  -0.18
Cl: -2.417 0.281 2.756  0.76
N: -0.561 0.940 0.631  -0.03
C: -0.107 2.194 1.357  -0.16
O: 0.886 2.164 2.399  -0.14
C: 1.366 3.521 2.588  -0.36
C: 2.656 4.087 1.818  0.01
O: 0.790 4.296 3.385  0.11
C: -1.844 1.572 0.048  -0.29
C: -1.786 3.106 -0.553  -0.05
C: -2.840 0.850 -0.935  -0.21
C: -4.402 1.268 -0.636  -0.07
C: 0.448 0.389 -0.397  -0.19
C: 0.435 1.208 -1.817  -0.02
C: 2.018 0.763 -0.088  -0.56
I: 3.114 -0.071 1.613  1.11
C: 3.127 0.659 -1.243  -0.34
C: 3.806 2.112 -1.623  -0.09
H: -2.628 -2.468 -1.426  0.10
H: -0.071 -1.576 -3.140  0.13
H: -1.374 -0.497 -2.556  0.08
H: 2.049 -1.657 -2.166  0.13
H: 0.921 -2.976 -1.869  0.11
H: 2.862 -3.081 1.993  0.06
H: 2.847 -5.307 -0.003  0.07
H: -2.565 -1.456 0.533  0.12
H: -2.441 -2.491 2.818  0.10
H: -0.760 -3.254 2.279  0.12
H: -3.342 -3.446 0.429  0.07
H: -1.719 -4.461 0.494  0.09
H: -2.993 -4.674 1.788  0.09
H: -0.554 -1.128 3.667  0.10
H: 0.637 -1.519 2.365  0.04
H: 0.692 0.031 3.307  0.06
H: -0.971 2.688 1.949  0.17
H: 0.420 2.956 0.659  0.15
H: 2.572 3.996 0.672  0.08
H: 2.790 5.209 2.039  0.11
H: 3.612 3.565 2.156  0.10
H: -2.593 1.856 0.893  0.10
H: -2.633 3.281 -1.290  0.10
H: -1.952 3.903 0.271  0.11
H: -0.820 3.401 -1.051  0.07
H: -2.882 -0.255 -1.079  0.07
H: -2.698 1.271 -2.008  0.11
H: -4.947 0.450 -0.062  0.09
H: -4.439 2.285 -0.118  0.09
H: -4.948 1.374 -1.647  0.10
H: 0.950 2.239 -1.719  0.10
H: -0.585 1.428 -2.255  0.08
H: 0.921 0.648 -2.681  0.11
H: 2.147 1.897 0.137  0.05
H: 4.069 0.060 -0.932  0.07
H: 2.883 0.235 -2.253  0.08
H: 4.271 2.008 -2.664  0.09
H: 4.668 2.305 -0.899  0.09
H: 3.017 2.935 -1.655  0.06

LUMO energy = -2.5 eV
Spin multiplicity = 1
Net charge = +1
SMILES = [H]/N=C\C[C@]1(CP(=O)(O)O)O[C@@H](CC)[C@](C)(Cl)[N@+](COC(C)=O)([C@@H](C)CC)[C@@]1(C)[C@@H](I)CC


Molecular formula: C21H40MnN6O4S2Si4Te
Method: DFT, ωB97M-V/def2-TZVPD

Each line ends with the Mulliken spin population.
Positions of all 79 atoms, in Å:
Mn: -0.568 1.020 -3.384  4.85
C: 6.758 1.011 0.482  0.00
C: 5.744 0.631 -0.565  0.00
C: 4.381 0.663 -0.270  0.00
C: 3.435 0.342 -1.228  0.00
C: 3.845 -0.028 -2.504  0.01
C: 5.192 -0.060 -2.816  0.00
C: 6.135 0.266 -1.846  0.00
S: 2.606 -0.463 -3.731  0.01
O: 1.944 -1.639 -3.187  0.00
O: 3.381 -0.681 -4.940  0.00
N: 1.606 0.728 -3.805  0.02
C: 2.211 1.948 -4.342  -0.01
C: 1.217 3.113 -4.410  0.02
O: 1.642 4.192 -4.822  0.01
O: 0.018 2.865 -4.039  0.04
H: 6.547 0.517 1.433  0.00
H: 6.748 2.088 0.665  0.00
H: 7.767 0.735 0.172  0.00
H: 4.054 0.947 0.725  0.00
H: 2.378 0.375 -0.994  0.01
H: 5.487 -0.339 -3.819  0.00
H: 7.191 0.241 -2.094  0.00
H: 2.602 1.798 -5.352  0.00
H: 3.052 2.295 -3.726  0.00
S: -5.441 1.861 -3.745  0.01
C: -3.823 1.613 -3.592  0.02
N: -2.677 1.439 -3.468  -0.01
C: -4.587 -0.614 3.043  0.00
Si: -3.735 -0.390 1.364  0.00
C: -4.628 0.949 0.402  0.00
C: -3.908 -2.006 0.413  0.00
Si: -1.474 0.173 1.552  0.04
Te: -0.529 0.044 -0.701  -0.04
Si: -0.282 -1.439 2.747  0.00
C: -0.712 -1.504 4.591  0.00
C: -0.653 -3.139 2.009  0.00
C: 1.571 -1.161 2.592  0.00
Si: -1.155 2.308 2.434  0.00
C: -1.932 2.512 4.149  0.00
C: -1.900 3.593 1.286  0.00
C: 0.692 2.644 2.585  0.00
H: -5.647 -0.853 2.918  0.00
H: -4.514 0.295 3.645  0.00
H: -4.124 -1.425 3.612  0.00
H: -5.650 0.644 0.159  0.00
H: -4.109 1.149 -0.539  0.00
H: -4.677 1.884 0.965  0.00
H: -4.956 -2.188 0.155  0.00
H: -3.540 -2.858 0.991  0.00
H: -3.332 -1.939 -0.514  0.00
H: -1.788 -1.618 4.744  0.00
H: -0.402 -0.584 5.092  0.00
H: -0.207 -2.341 5.084  0.00
H: -1.659 -3.478 2.269  0.00
H: 0.066 -3.886 2.357  0.00
H: -0.586 -3.051 0.922  0.00
H: 1.879 -0.235 3.084  0.00
H: 1.844 -1.082 1.537  0.00
H: 2.133 -1.987 3.038  0.00
H: -3.013 2.362 4.105  0.00
H: -1.747 3.515 4.546  0.00
H: -1.525 1.786 4.858  0.00
H: -2.990 3.538 1.278  0.00
H: -1.553 3.427 0.264  0.00
H: -1.610 4.604 1.590  0.00
H: 1.157 1.988 3.324  0.00
H: 0.882 3.680 2.880  0.00
H: 1.175 2.465 1.622  0.00
N: -0.052 -3.372 -2.104  0.00
C: -1.346 -3.600 -2.284  0.00
N: -1.926 -4.622 -1.568  0.00
N: -2.122 -2.955 -3.125  0.00
C: -1.583 -1.917 -3.729  0.00
N: -1.113 -1.004 -4.263  0.01
H: 0.462 -3.889 -1.415  0.00
H: 0.432 -2.591 -2.550  0.00
H: -1.530 -4.777 -0.654  0.00
H: -2.930 -4.532 -1.552  0.00

LUMO energy (spin up / spin down) = 3.9 / 3.9 eV
Spin multiplicity = 6
Expectation value of S² = 8.7545
Net charge = -2


Quick rundown of energy, same order as above: -107712.8722; -99816.2532; -67588.2424; -131360.7961 eV
Quick rundown of molecular weight, same order as above: 597.96; 811.29; 609.89; 799.61 u